C12H10As5F30HgN2O4 as an isolated structure. Source: the OMol25 dataset; level of theory: wB97M-V/def2-TZVPD.

```
64
Properties=species:S:1:pos:R:3
Hg -1.54059 -1.17159 -0.61621
As -7.36989 -1.40662 3.77545
As -5.83026 -5.30954 -3.50090
As -4.94902 4.19432 -0.67825
As -0.96922 -6.73134 2.62050
As -0.63428 1.62088 4.80355
F -8.46591 -0.73804 2.49535
F 0.91454 -6.69431 2.75014
F -0.87921 -7.98241 3.84107
F -0.76428 -7.93164 1.32801
F -6.32750 5.36553 -0.79783
F -7.11491 -4.13626 -3.70602
F -4.76307 -4.07128 -2.70624
F -7.64647 -3.14268 3.11808
F -1.13734 -5.38734 1.24461
F -1.07458 0.55161 6.11499
F -3.77170 5.52939 -0.52340
F -6.49716 -5.63225 -1.78967
F -6.07275 2.80327 -0.77231
F -4.81838 4.00642 -2.44098
F 0.98002 1.00779 4.52684
F -5.07837 -5.01156 -5.08420
F -6.70551 -6.69585 -4.03574
F 0.15459 2.67733 6.07620
F -8.72593 -1.54314 4.91285
F -6.90992 0.32663 4.34723
F -5.99046 -1.24749 2.64579
F -0.28467 2.92047 3.60848
F -6.21160 -1.98076 5.05893
F -3.53692 2.93855 -0.44082
F -2.18110 2.46309 5.08486
F -2.77448 -6.88888 2.64382
F -5.19449 4.13083 1.08825
F -1.14909 -5.47800 3.87494
F -4.53522 -6.47222 -3.08671
F -1.30406 0.57435 3.54687
O 5.30965 -0.59520 -1.49340
O 1.01706 2.30937 -4.05776
O 4.04974 -1.34949 0.05223
O 1.05240 2.64210 -6.09767
N 1.38771 2.91775 -5.00658
N 5.15337 -0.82489 -0.30208
C 2.86624 4.23288 -3.61565
C 6.24822 -0.74159 0.68996
C 2.48237 3.87074 -4.92568
C 6.29584 -1.50802 1.88796
C 7.36096 0.10382 0.36418
C 8.31506 -0.38699 2.52435
C 3.84708 5.12186 -3.43926
C 7.28592 -1.30917 2.84441
C 8.32408 0.28145 1.33801
C 4.31220 5.83151 -4.55822
C 3.86504 5.61976 -5.81713
C 2.95447 4.55932 -6.06685
H 4.30037 6.09839 -6.68189
H 2.81376 4.36891 -7.12058
H 7.24732 -1.71608 3.84408
H 2.45482 3.90129 -2.67374
H 7.39332 0.62925 -0.57883
H 5.01584 6.64073 -4.42991
H 4.17545 5.19110 -2.41272
H 5.45867 -2.18632 1.96188
H 9.12105 0.98947 1.16494
H 9.05108 -0.14927 3.27812
```

Its gap between HOMO and LUMO is 2.060 eV. As for the calculated total energy: -15202.077902 Ha. The net charge is -3.